8
Properties=species:S:1:pos:R:3 method="wB97M-V/def2-TZVPD" homo_lumo_gap_ev=11.4 relative_energy_kcal_mol=28.7 e_homo_ev=-10.824 lumo_energy_ha=0.022 energy_ha=-738.40394
C -0.0919 1.5871 0.4447
O -0.8673 -1.7758 -0.5860
O 1.4123 -1.2489 -0.4950
O -0.0721 0.1848 0.9930
O 0.1890 1.8555 -0.7058
S 0.3659 -1.4048 0.4009
H -0.3210 2.0870 1.3342
H -0.6148 -1.2849 -1.3860